C23H48F4NO4 | ωB97M-V/def2-TZVPD

The expectation value of S² is 0.75. Its HOMO-LUMO gap (alpha / beta) is 8.95 / 9.93 eV. As for the total energy: -45176.602 eV. As for the spin multiplicity: 2.

Each line ends with the Mulliken charge.
CARTESIAN COORDINATES (ANGSTROEM)
C (-0.879, -3.683, 0.275)  -1.9314
C (-0.332, -2.768, -0.829)  1.6970
C (0.320, -3.680, -1.881)  -1.7654
C (0.751, -1.833, -0.245)  -1.8231
C (0.384, -0.351, 0.011)  0.7095
C (1.308, 0.580, -0.765)  0.0663
F (1.072, 1.873, -0.422)  -0.2365
F (2.609, 0.293, -0.390)  -0.3514
C (1.281, 0.469, -2.293)  0.3658
F (2.226, 1.325, -2.803)  -0.3179
F (0.065, 0.857, -2.757)  -0.2559
C (-1.098, 0.085, -0.154)  -2.0924
C (-2.097, -0.945, -0.737)  1.7967
C (-2.971, -1.500, 0.392)  -1.7908
C (-3.045, -0.215, -1.704)  -1.6879
N (-1.416, -2.016, -1.496)  1.0401
O (-1.217, -1.764, -2.737)  -0.6682
H (-0.092, -4.386, 0.531)  0.5637
H (-1.128, -3.150, 1.184)  0.5384
H (-1.726, -4.264, -0.079)  0.2019
H (1.004, -4.349, -1.364)  0.4663
H (0.900, -3.110, -2.595)  0.3363
H (-0.423, -4.283, -2.391)  0.3784
H (1.054, -2.255, 0.708)  0.2068
H (1.633, -1.897, -0.871)  0.5079
H (0.660, -0.149, 1.042)  0.6125
H (1.525, -0.530, -2.646)  0.2025
H (-1.130, 0.980, -0.764)  0.5745
H (-1.468, 0.377, 0.823)  0.3193
H (-3.730, -2.182, 0.018)  0.2425
H (-2.411, -1.945, 1.204)  0.4202
H (-3.502, -0.649, 0.808)  0.5764
H (-3.646, -0.921, -2.267)  0.2453
H (-3.723, 0.374, -1.089)  0.4642
H (-2.515, 0.465, -2.356)  0.3358
C (-7.255, -6.489, -1.605)  -1.0431
C (-6.950, -5.136, -0.985)  -0.3378
O (-5.580, -4.781, -1.015)  -0.3912
C (-4.990, -4.683, -2.299)  -0.0648
C (-5.625, -3.642, -3.203)  -1.1387
H (-6.677, -7.272, -1.114)  0.2878
H (-8.316, -6.717, -1.495)  0.3896
H (-7.021, -6.515, -2.670)  0.2716
H (-7.215, -5.152, 0.072)  0.3302
H (-7.561, -4.353, -1.451)  0.3044
H (-4.968, -5.663, -2.788)  0.3324
H (-3.952, -4.400, -2.117)  0.0265
H (-6.664, -3.864, -3.450)  0.3621
H (-5.069, -3.588, -4.140)  0.3982
H (-5.597, -2.660, -2.728)  0.2744
C (0.349, 5.127, -0.404)  -0.7006
C (0.471, 6.420, 0.384)  -0.4543
O (0.318, 6.253, 1.783)  -0.4459
C (1.253, 5.390, 2.405)  -0.0613
C (2.699, 5.833, 2.264)  -0.9927
H (-0.614, 4.651, -0.209)  0.2641
H (0.428, 5.328, -1.473)  0.4614
H (1.132, 4.415, -0.145)  0.0473
H (-0.323, 7.107, 0.090)  0.3517
H (1.419, 6.919, 0.158)  0.2684
H (1.129, 4.363, 2.040)  0.0222
H (0.975, 5.383, 3.460)  0.3698
H (3.025, 5.844, 1.223)  0.2662
H (3.354, 5.152, 2.810)  0.3420
H (2.830, 6.838, 2.667)  0.3092
C (7.788, 3.559, 3.285)  -1.0359
C (7.113, 2.377, 3.961)  -0.3101
O (5.702, 2.373, 3.845)  -0.4541
C (5.186, 2.323, 2.528)  -0.1441
C (5.596, 1.090, 1.741)  -1.0995
H (7.398, 4.498, 3.680)  0.2797
H (8.863, 3.525, 3.464)  0.3886
H (7.634, 3.558, 2.206)  0.2764
H (7.308, 2.411, 5.033)  0.3361
H (7.532, 1.433, 3.593)  0.3010
H (5.448, 3.235, 1.979)  0.2746
H (4.102, 2.331, 2.646)  0.2750
H (6.674, 1.044, 1.583)  0.3231
H (5.115, 1.099, 0.763)  0.2863
H (5.295, 0.183, 2.268)  0.3064

=====

C36H32CrF5N6O5SSe2 | ωB97M-V/def2-TZVPD

The expectation value of S² is 0.77. As for the net charge: -2. Its HOMO-LUMO gap (alpha / beta) is 6.08 / 6.11 eV. As for the total energy: -240569.613 eV. As for the spin multiplicity: 2.

Each line ends with the Mulliken charge.
CARTESIAN COORDINATES (ANGSTROEM)
Cr (0.098, 0.196, -1.091)  1.3482
O (-1.152, -1.157, -2.254)  0.5909
C (-1.765, -0.821, -3.486)  -1.8117
C (-2.374, 0.580, -3.423)  1.9358
C (-3.425, 0.609, -4.544)  -1.0381
O (-3.919, 1.909, -4.856)  -0.5688
C (-3.097, 0.801, -2.085)  -1.4152
Se (-2.000, 1.235, -0.507)  -0.1733
C (-1.338, 1.701, -3.672)  -0.6949
Se (0.520, 1.278, -3.220)  -0.4484
H (-1.107, -2.118, -2.108)  -0.1600
H (-2.556, -1.553, -3.690)  0.5237
H (-1.032, -0.858, -4.298)  0.3267
H (-4.261, -0.044, -4.263)  0.3531
H (-2.988, 0.222, -5.469)  0.4262
H (-3.945, 2.420, -4.039)  0.3559
H (-3.682, -0.090, -1.841)  0.4151
H (-3.797, 1.636, -2.181)  0.4417
H (-1.611, 2.572, -3.073)  -0.1213
H (-1.337, 1.994, -4.722)  0.5048
N (0.663, -1.688, 2.284)  -0.1182
C (0.175, -2.076, 1.075)  0.5381
O (-0.211, -1.203, 0.263)  -0.0511
C (0.107, -3.454, 0.732)  0.4144
C (-0.400, -3.789, -0.547)  0.1648
N (-0.827, -4.005, -1.600)  -0.8811
C (0.504, -4.458, 1.644)  -0.2769
N (0.816, -5.247, 2.430)  -0.6965
H (0.372, -0.752, 2.582)  -0.2482
H (0.716, -2.387, 3.008)  0.2850
F (-3.541, 3.475, 7.475)  -0.3398
C (-2.810, 3.052, 6.420)  0.7026
C (-3.411, 2.773, 5.209)  -0.2556
F (-4.747, 2.925, 5.088)  -0.3271
C (-2.656, 2.342, 4.132)  0.1531
F (-3.321, 2.100, 2.991)  -0.2859
C (-1.270, 2.154, 4.187)  -0.0627
S (-0.328, 1.610, 2.831)  -0.2776
C (-0.707, 2.458, 5.436)  0.1195
F (0.618, 2.332, 5.632)  -0.3325
C (-1.442, 2.890, 6.524)  0.0637
F (-0.835, 3.158, 7.700)  -0.3260
C (3.125, 1.930, 1.385)  -1.5123
C (2.229, 1.065, 0.790)  -0.1524
N (1.256, 1.494, -0.014)  1.5801
C (1.120, 2.802, -0.229)  -0.6460
C (2.009, 3.743, 0.275)  0.8482
C (3.029, 3.276, 1.096)  -0.8731
C (2.031, 5.159, -0.140)  -0.7513
C (1.200, 5.923, -0.854)  -0.8382
C (-0.206, 5.703, -1.258)  1.1326
C (-0.708, 6.304, -2.412)  -0.6702
C (-2.037, 6.092, -2.704)  -0.1853
N (-2.846, 5.377, -1.919)  -0.6320
C (-2.274, 4.858, -0.833)  -0.3639
N (-0.999, 4.984, -0.473)  -0.4093
H (3.889, 1.541, 2.043)  0.5015
H (2.284, -0.004, 0.939)  0.1872
H (0.283, 3.081, -0.843)  0.2016
H (3.754, 3.975, 1.501)  0.3598
H (2.978, 5.637, 0.100)  0.2790
H (1.597, 6.878, -1.185)  0.3423
H (-0.072, 6.889, -3.063)  0.3977
H (-2.482, 6.509, -3.602)  0.3988
H (-2.896, 4.268, -0.174)  0.6600
C (6.379, -5.181, -3.123)  -1.4963
C (5.479, -4.022, -2.774)  0.7917
C (5.151, -3.743, -1.454)  -1.0813
C (4.327, -2.673, -1.118)  0.5798
C (3.989, -2.393, 0.323)  -0.7660
C (3.831, -1.856, -2.133)  0.3470
C (4.152, -2.112, -3.467)  1.2484
C (3.605, -1.230, -4.559)  -1.4974
C (4.968, -3.196, -3.768)  -1.0377
C (2.941, -0.673, -1.800)  -0.2035
O (3.398, 0.462, -1.926)  -0.6855
O (1.770, -1.005, -1.423)  0.3211
H (6.430, -5.898, -2.302)  0.3550
H (7.398, -4.845, -3.333)  0.2739
H (6.019, -5.708, -4.009)  0.3598
H (5.537, -4.380, -0.663)  0.2877
H (4.418, -3.150, 0.980)  0.4217
H (2.909, -2.377, 0.473)  -0.2273
H (4.375, -1.415, 0.624)  0.2427
H (2.520, -1.332, -4.635)  0.1818
H (4.048, -1.485, -5.523)  0.3648
H (3.797, -0.180, -4.337)  0.3087
H (5.210, -3.399, -4.808)  0.3036

=====

C7H6 | ωB97M-V/def2-TZVPD

The calculation puts the energy above the lowest of the compared OMol25 structures with the same formula, charge and spin at 310.31 kJ/mol. Its HOMO-LUMO gap is 8.08 eV. As for the total energy: -7350.283 eV.

Each line ends with the Mulliken charge.
CARTESIAN COORDINATES (ANGSTROEM)
C (0.131, 0.809, -2.333)  -0.2120
C (-1.285, 0.847, -2.486)  -0.2644
C (0.942, 0.538, -1.193)  -0.3868
C (-2.389, 0.458, -2.125)  -0.1544
C (0.493, 0.016, 0.081)  0.0319
C (0.486, -0.596, 1.182)  0.0917
C (-0.112, -0.336, 2.454)  -0.8429
H (0.607, 1.210, -3.299)  0.2440
H (-3.397, 0.431, -1.647)  0.3126
H (2.016, 0.617, -1.144)  0.3612
H (-1.174, -0.368, 2.453)  0.2843
H (0.136, -1.076, 3.169)  0.3092
H (0.220, 0.706, 2.764)  0.2256